(1)
The following is a DFT calculation (ωB97M-V/def2-TZVPD) of C29H45InN15OSe as an isolated structure.

XYZ file:
```
92
Properties=species:S:1:pos:R:3:mulliken_charge:R:1
In 0.220 0.121 -0.201 1.554
C -3.120 0.284 0.362 -0.962
C -2.490 1.579 0.863 -0.924
N -1.144 1.321 1.411 0.011
C -1.154 0.616 2.696 -1.801
C -1.090 -0.890 2.558 0.997
C -1.382 -1.730 3.621 -1.242
C -1.218 -3.096 3.450 -0.744
C -0.793 -3.587 2.225 -1.249
C -0.545 -2.685 1.201 0.515
C -0.060 -3.142 -0.159 -1.526
N -0.133 -2.096 -1.179 -0.236
C -1.376 -2.095 -1.972 -1.116
C -2.549 -1.604 -1.130 -0.845
N -2.250 -0.253 -0.679 -0.122
N -0.687 -1.380 1.391 1.412
H -4.130 0.486 -0.008 0.599
H -3.204 -0.443 1.172 0.322
H -3.135 2.049 1.612 0.589
H -2.382 2.253 0.014 0.360
H -0.660 2.203 1.527 0.174
H -2.030 0.888 3.293 0.546
H -0.267 0.913 3.259 0.430
H -1.715 -1.321 4.566 0.574
H -1.426 -3.775 4.265 0.476
H -0.652 -4.648 2.065 0.579
H -0.628 -4.030 -0.457 0.476
H 0.985 -3.441 -0.044 0.455
H 0.653 -2.204 -1.809 0.375
H -1.593 -3.088 -2.377 0.543
H -1.234 -1.411 -2.811 0.399
H -2.672 -2.249 -0.257 0.299
H -3.473 -1.655 -1.714 0.594
H -2.299 0.396 -1.464 0.595
N 1.739 0.907 -3.463 -0.030
C 0.510 1.428 -3.174 0.179
N -0.174 2.203 -4.003 -0.523
N -1.300 2.500 -3.355 -0.918
N -1.316 1.953 -2.193 -0.522
N -0.165 1.241 -2.027 0.957
C 2.476 0.149 -2.593 0.230
N 3.663 -0.362 -2.873 -0.852
N 4.011 -1.035 -1.772 -0.624
N 3.104 -0.936 -0.866 0.150
N 2.093 -0.170 -1.343 0.370
H 2.122 1.086 -4.377 0.243
C 4.136 -2.127 4.732 -0.819
C 3.765 -3.297 3.820 -0.264
C 4.626 -3.406 2.557 -0.822
C 4.271 -2.432 1.431 -0.757
N 4.635 -1.046 1.690 2.467
C 3.789 -0.005 1.805 -1.510
Se 1.944 -0.184 2.003 -0.288
N 4.507 1.130 1.928 0.618
C 3.988 2.497 1.929 -0.294
C 3.393 2.992 3.247 -0.092
C 4.380 3.116 4.411 -0.749
C 4.736 1.780 5.067 -0.866
C 5.857 0.811 1.866 0.747
C 7.000 1.593 1.972 -0.740
C 8.217 0.942 1.897 -0.769
C 8.295 -0.442 1.710 -0.871
C 7.160 -1.222 1.612 -1.111
C 5.936 -0.572 1.710 0.433
H 3.654 -2.235 5.704 0.488
H 3.813 -1.177 4.309 -0.084
H 5.215 -2.086 4.895 0.308
H 2.711 -3.216 3.534 -0.053
H 3.879 -4.227 4.382 0.407
H 4.514 -4.407 2.136 0.499
H 5.677 -3.292 2.834 0.357
H 3.201 -2.444 1.246 -0.140
H 4.775 -2.721 0.507 0.471
H 3.226 2.560 1.155 -0.465
H 4.820 3.141 1.649 0.626
H 2.571 2.336 3.535 -0.178
H 2.967 3.975 3.028 0.550
H 3.928 3.763 5.165 0.414
H 5.290 3.618 4.068 0.276
H 3.831 1.197 5.254 0.171
H 5.232 1.944 6.023 0.468
H 5.405 1.183 4.446 0.127
H 6.950 2.664 2.117 0.392
H 9.129 1.515 1.988 0.434
H 9.268 -0.911 1.648 0.434
H 7.226 -2.290 1.459 0.486
C 0.658 4.015 -0.247 -0.929
O 1.266 2.734 -0.028 -0.229
H -0.194 3.944 -0.926 0.293
H 1.381 4.724 -0.651 0.364
H 0.317 4.377 0.722 0.292
H 1.706 2.476 -0.847 0.143
```

Summary:
E_LUMO	-2.50	eV
net charge	+1
electronic energy	-125719.0235	eV
F_max	0.640	eV/Å
frontier orbital gap	8.1654	eV


(2)
The following is a DFT calculation (ωB97M-V/def2-TZVPD) of one molecule with the formula C13H16N4O3S2 at a distorted geometry.

XYZ file:
```
38
Properties=species:S:1:pos:R:3:mulliken_charge:R:1
C -2.084 3.217 -3.099 -1.551
C -0.644 2.813 -3.399 0.557
C 0.219 4.044 -3.661 -1.491
C -0.079 2.000 -2.227 -1.212
C 1.185 1.274 -2.586 0.623
O 1.701 1.254 -3.673 -0.616
N 1.797 0.548 -1.565 -0.071
C 1.490 0.324 -0.266 0.383
N 2.241 -0.445 0.468 -0.808
N 1.822 -0.573 1.709 -0.003
C 0.760 0.090 1.978 0.412
S -0.169 0.073 3.501 1.073
O -1.072 1.180 3.446 -0.640
O 0.717 -0.067 4.602 -0.600
N -1.111 -1.277 3.303 -0.266
C -0.599 -2.526 2.937 0.746
C -1.385 -3.412 2.207 -0.747
C -0.876 -4.645 1.842 -0.525
C 0.417 -4.997 2.190 -0.527
C 1.196 -4.112 2.917 -0.621
C 0.696 -2.879 3.296 -0.130
S 0.115 0.984 0.627 -0.142
H -2.714 2.342 -2.956 0.382
H -2.491 3.799 -3.922 0.421
H -2.129 3.824 -2.197 0.311
H -0.626 2.180 -4.292 0.310
H -0.175 4.607 -4.503 0.413
H 1.238 3.749 -3.894 0.386
H 0.230 4.695 -2.789 0.328
H -0.813 1.257 -1.901 0.627
H 0.116 2.662 -1.380 0.488
H 2.646 0.070 -1.860 0.275
H -2.041 -1.063 2.979 0.257
H -2.393 -3.133 1.933 0.311
H -1.493 -5.329 1.278 0.368
H 0.813 -5.957 1.898 0.385
H 2.204 -4.380 3.194 0.377
H 1.294 -2.189 3.867 0.515
```

Summary:
structure (SMILES)	CC(C)CC(=O)Nc1nnc(S(=O)(=O)Nc2ccccc2)s1
E_LUMO	-0.07	eV
net charge	0
electronic energy	-47513.3107	eV
F_max	1.662	eV/Å
relative energy (zero: lowest compared OMol25 entry of this formula, charge and spin)	48.6	kcal/mol
frontier orbital gap	8.8442	eV


(3)
The following is a DFT calculation (ωB97M-V/def2-TZVPD) of a 13-piece molecular cluster, C12H50O19 overall at a distorted geometry.

XYZ file:
```
81
Properties=species:S:1:pos:R:3:mulliken_charge:R:1
C -2.085 -4.505 1.399 -0.428
C -1.952 -5.368 0.150 -0.573
O -2.857 -4.790 -0.802 -0.534
O -1.346 -3.299 1.079 -0.086
H -1.629 -5.040 2.236 0.405
H -3.138 -4.361 1.592 0.288
H -2.278 -6.376 0.375 0.448
H -0.914 -5.382 -0.169 0.262
H -2.822 -5.251 -1.654 0.279
H -1.148 -2.886 1.942 0.078
C 5.041 -1.243 -1.825 -0.550
C 3.642 -0.941 -2.300 0.052
O 3.349 0.472 -2.510 -0.523
O 6.073 -0.849 -2.715 -0.558
H 5.051 -2.310 -1.593 0.337
H 5.177 -0.735 -0.872 0.285
H 2.971 -1.331 -1.547 -0.005
H 3.458 -1.588 -3.162 0.327
H 4.046 0.852 -3.063 0.269
H 6.130 -1.336 -3.539 0.324
C 1.257 -1.955 3.747 0.452
C 0.447 -3.195 3.958 -0.486
O -0.943 -2.822 3.772 -0.536
O 0.837 -1.110 4.901 -0.661
H 0.940 -1.441 2.851 -0.356
H 2.305 -2.173 3.876 0.386
H 0.500 -3.541 4.999 0.347
H 0.668 -3.941 3.184 0.286
H -1.030 -2.010 4.295 0.306
H 0.959 -0.177 4.655 0.373
C 0.573 1.955 -4.744 -0.439
C 0.358 0.501 -4.464 -0.743
O 0.633 0.095 -3.098 -0.477
O -0.412 2.780 -4.093 -0.457
H 0.493 2.038 -5.831 0.351
H 1.606 2.254 -4.518 0.333
H 1.022 0.005 -5.169 0.384
H -0.685 0.236 -4.624 0.417
H 1.561 0.241 -2.871 0.199
H 0.015 3.590 -3.838 0.261
C -0.174 0.367 0.746 0.322
C -0.836 1.346 -0.200 -0.475
O -1.376 0.610 -1.299 -0.273
O 0.997 -0.138 0.113 0.830
H -0.802 -0.482 1.050 -0.248
H 0.140 0.835 1.678 -0.065
H -0.109 2.096 -0.512 0.336
H -1.681 1.839 0.280 0.126
H -0.614 0.576 -1.888 0.042
H 0.872 -1.003 -0.279 -0.106
C -2.800 5.416 -0.409 -0.829
C -2.694 4.706 0.890 0.178
O -3.863 3.865 0.952 -0.512
O -3.925 6.332 -0.362 -0.576
H -2.991 4.666 -1.171 0.374
H -1.901 6.015 -0.525 0.377
H -2.758 5.492 1.652 0.425
H -1.759 4.130 0.918 0.019
H -4.018 3.626 1.870 0.253
H -4.708 5.878 -0.684 0.328
O -1.247 2.635 3.581 -0.657
H -2.134 2.481 3.941 0.289
H -1.267 3.558 3.280 0.304
O 0.211 -2.440 -1.206 -0.734
H -0.508 -2.806 -0.686 0.339
H -0.127 -1.656 -1.655 0.306
O 1.437 1.683 4.118 -0.584
H 2.085 2.238 4.565 0.282
H 0.635 2.230 4.036 0.316
O -3.311 -1.602 -0.772 -0.812
H -2.904 -2.425 -0.461 0.317
H -2.571 -0.959 -0.833 0.327
O 2.894 1.716 1.356 -0.696
H 2.671 1.436 2.244 0.382
H 2.426 1.128 0.740 0.149
O -3.147 2.417 -2.873 -0.710
H -2.930 1.702 -2.254 0.344
H -2.328 2.502 -3.389 0.357
O 3.473 -1.649 1.144 -0.618
H 2.804 -0.991 1.385 0.195
H 2.966 -2.431 0.911 0.338
```

Summary:
E_LUMO	-0.10	eV
net charge	0
electronic energy	-52155.9141	eV
F_max	2.841	eV/Å
relative energy (zero: lowest compared OMol25 entry of this formula, charge and spin)	0.0	kcal/mol
frontier orbital gap	10.0341	eV


(4)
The following is a DFT calculation (ωB97M-V/def2-TZVPD) of C6H12O as an isolated structure.

XYZ file:
```
19
Properties=species:S:1:pos:R:3:mulliken_charge:R:1
C -1.879 -0.479 1.233 -1.335
C -0.518 -0.480 1.912 0.651
O 0.110 -1.783 1.946 -0.444
C 1.156 -1.200 1.155 -0.100
C 0.601 0.188 1.174 -0.626
C 1.169 1.474 -1.839 -0.895
C -0.059 0.570 -1.985 -0.265
H -2.603 -1.004 1.860 0.359
H -2.227 0.543 1.056 0.335
H -1.809 -1.002 0.276 0.317
H -0.592 -0.031 2.917 0.306
H 1.157 -1.577 0.115 0.203
H 2.163 -1.349 1.568 0.318
H 1.247 1.832 -0.808 0.323
H 1.091 2.343 -2.496 0.325
H 2.101 0.952 -2.088 0.250
H -0.934 1.115 -2.361 0.356
H -0.312 0.173 -0.998 -0.338
H 0.138 -0.287 -2.638 0.260
```

Summary:
E_LUMO	-0.40	eV
net charge	0
electronic energy	-8459.1669	eV
F_max	0.285	eV/Å
relative energy (zero: lowest compared OMol25 entry of this formula, charge and spin)	119.6	kcal/mol
frontier orbital gap	8.6627	eV